[1]
{"formula": "C3H11NO3", "method": "the ωB97M-V functional and the def2-TZVPD basis", "elements": ["C", "N", "C", "C", "O", "H", "H", "H", "H", "H", "H", "H", "O", "H", "H", "O", "H", "H"], "xyz": [[0.7344, 0.5141, -3.0713], [0.2920, 0.4227, -1.6884], [0.0011, 1.5163, -0.9185], [-0.6273, 2.6841, -1.6487], [0.2910, 1.5780, 0.2613], [0.9112, -0.5065, -3.3951], [1.6648, 1.0915, -3.1798], [0.0295, 0.9542, -3.7710], [0.6824, -0.2656, -1.0729], [-0.4104, 3.6486, -1.1976], [-0.1912, 2.7890, -2.6408], [-1.6988, 2.5732, -1.8017], [0.2095, -4.0021, 5.8686], [-0.5161, -4.3602, 5.3684], [0.6617, -3.4470, 5.2299], [-0.7425, -1.4012, 0.1158], [-1.5751, -1.7114, 0.5261], [-0.1407, -1.5618, 0.8637]], "forces_ev_per_a": [[0.51, -0.34, 0.12], [-0.38, 0.97, 0.13], [0.33, 0.92, -0.39], [0.30, 0.41, -0.65], [-0.33, -0.30, 0.14], [0.13, -0.04, -0.21], [-0.05, -0.19, 0.08], [-0.41, -0.06, 0.31], [0.27, -0.56, -0.41], [-0.15, -0.22, 0.59], [-0.05, -0.20, -0.17], [-0.07, -0.13, 0.20], [0.33, 0.18, 0.16], [-0.52, -0.32, -0.18], [0.20, 0.14, 0.02], [-0.50, -0.89, 1.34], [0.34, 0.32, -0.66], [0.06, 0.31, -0.44]], "nbo_charge": [-0.4144, -0.6232, 0.6871, -0.7214, -0.6179, 0.2120, 0.1821, 0.2028, 0.4056, 0.2355, 0.2123, 0.2351, -0.9294, 0.4642, 0.4652, -0.9367, 0.4727, 0.4683], "largest_force_ha_per_bohr": 0.0327, "total_energy_ha": -401.371170, "lumo_ev": 0.29, "relative_energy_kcal_mol": 26.28, "smiles": "CNC(C)=O.O.O", "total_charge": 0}

=====

[2]
{"formula": "C3H11NO3", "method": "the ωB97M-V functional and the def2-TZVPD basis", "elements": ["C", "N", "C", "C", "O", "H", "H", "H", "H", "H", "H", "H", "O", "H", "H", "O", "H", "H"], "xyz": [[-0.6411, -1.3158, 0.3659], [-0.3407, -0.1868, 1.2163], [-1.1100, 0.2326, 2.2530], [-2.5055, -0.3427, 2.3851], [-0.7069, 1.0765, 3.0240], [-0.9113, -1.0476, -0.6450], [0.2278, -1.9668, 0.2876], [-1.4340, -1.9319, 0.7689], [0.6384, 0.0243, 1.2574], [-3.0202, 0.2935, 3.0989], [-2.5304, -1.3546, 2.7820], [-3.0331, -0.2476, 1.4273], [3.7758, 1.3163, -3.2459], [4.5528, 1.8827, -3.2376], [4.0217, 0.4568, -2.8703], [0.8785, 0.7709, -3.2360], [1.7807, 0.9576, -2.9358], [0.3574, 1.3827, -2.6958]], "forces_ev_per_a": [[0.11, -0.56, -0.04], [-0.04, -0.77, -0.46], [-0.04, 0.06, 0.19], [-0.23, 0.70, -0.22], [0.20, 0.27, 0.37], [-0.14, 0.33, -0.31], [0.13, 0.00, 0.05], [-0.20, -0.01, 0.14], [0.06, 0.55, 0.27], [0.00, 0.02, 0.07], [0.11, -0.16, -0.28], [0.04, -0.41, 0.21], [-0.20, -0.38, 0.17], [0.03, -0.18, 0.11], [0.24, 0.46, -0.19], [-0.03, 0.28, 0.60], [-0.01, 0.05, -0.39], [-0.03, -0.23, -0.26]], "nbo_charge": [-0.4168, -0.6167, 0.6762, -0.7270, -0.6168, 0.1990, 0.1997, 0.2034, 0.3982, 0.2455, 0.2306, 0.2242, -0.9575, 0.4854, 0.4779, -0.9490, 0.4814, 0.4623], "largest_force_ha_per_bohr": 0.0175, "total_energy_ha": -401.383422, "lumo_ev": 0.45, "relative_energy_kcal_mol": 18.59, "smiles": "CNC(C)=O.O.O", "total_charge": 0}

=====

[3]
{"formula": "C3H11NO3", "method": "the ωB97M-V functional and the def2-TZVPD basis", "elements": ["C", "C", "C", "N", "O", "H", "H", "H", "H", "H", "H", "H", "H", "H", "O", "H", "H", "O"], "xyz": [[1.6933, 0.0478, 0.0226], [0.3506, -0.6568, -0.3063], [-0.2194, -0.1155, -1.7596], [-0.5285, 1.2189, -1.6869], [0.4782, -0.5212, -2.6886], [2.3281, -0.0533, -0.8637], [1.5412, 1.1162, 0.1962], [2.0722, -0.3617, 0.9517], [-0.4275, -0.6770, 0.4374], [0.5502, -1.6920, -0.4836], [-1.2544, 1.5456, -1.0638], [-0.3269, 1.7504, -2.5264], [0.6598, 0.0765, 3.3519], [-1.2111, -0.1248, 2.0340], [0.2611, -0.0323, 2.4860], [-1.2314, -0.6146, -1.6587], [-2.6549, -0.7352, 2.0473], [-2.0805, -0.1709, 1.5107]], "forces_ev_per_a": [[-0.93, 0.93, -1.26], [1.80, -1.51, 2.90], [-1.20, 2.08, -1.86], [-0.35, 0.37, -0.26], [0.72, -0.81, -0.35], [0.26, -0.20, 0.42], [-0.08, -0.22, 0.08], [-0.02, -0.31, -0.18], [-0.51, 0.92, 0.06], [0.09, -0.68, -0.64], [0.16, -0.02, 0.23], [0.07, 0.19, 0.32], [-0.05, -0.23, 0.11], [0.17, 0.21, 0.32], [-0.16, 0.12, -0.51], [0.28, -0.80, 0.91], [0.18, 0.23, -0.25], [-0.43, -0.27, -0.02]], "nbo_charge": [-0.6087, -0.2379, 0.2259, -0.6642, -0.3982, 0.2001, 0.2251, 0.2896, 0.3054, 0.2219, 0.4239, 0.4102, 0.4408, 0.5147, -1.1408, 0.3711, 0.4637, -1.0426], "largest_force_ha_per_bohr": 0.0726, "total_energy_ha": -401.132123, "lumo_ev": -4.23, "relative_energy_kcal_mol": 176.29, "total_charge": 0}

=====

[4]
{"formula": "C3H11NO3S", "method": "the ωB97M-V functional and the def2-TZVPD basis", "elements": ["C", "O", "C", "C", "S", "N", "H", "H", "H", "H", "H", "H", "H", "H", "H", "O", "H", "H", "O"], "xyz": [[0.6935, 0.7329, -0.7909], [0.9621, -0.4798, -1.5261], [1.0126, 0.1451, 0.6749], [1.6715, 1.2445, 1.5919], [0.7304, 2.6162, 2.0145], [-0.1167, -0.4182, 1.3595], [1.4163, 1.5235, -1.2292], [-0.2222, 1.0807, -0.8856], [1.7722, -0.7180, 0.3653], [2.7189, 1.2379, 1.3227], [2.0984, 0.6251, 2.4665], [0.0258, -1.1928, 1.9765], [-0.7715, 0.2070, 1.8111], [-1.4969, -0.2923, -2.6967], [-0.0311, -0.7697, -1.8330], [-1.5521, -1.1015, -2.4051], [-2.9176, -1.4945, -1.4907], [-2.5545, -1.4881, -0.2049], [-3.4390, -1.4581, -0.5212]], "forces_ev_per_a": [[6.27, -3.04, 1.12], [-3.23, 0.20, -1.99], [1.82, 1.66, -0.04], [2.13, -4.31, 0.70], [-0.70, 1.68, 0.37], [-1.56, -0.86, -0.81], [-0.80, -0.92, 1.40], [-4.59, 1.40, -0.43], [-1.49, 1.78, 1.19], [0.69, 1.77, -1.69], [-1.66, 0.26, 0.31], [0.64, -0.21, -0.01], [0.50, 0.56, -0.29], [-0.01, 6.92, -2.58], [1.84, -0.23, 0.29], [-0.22, -7.07, 2.54], [-1.35, 0.79, 1.32], [1.37, 0.24, 1.83], [0.36, -0.63, -3.22]], "nbo_charge": [-0.0576, -0.8388, -0.0483, -0.6024, -0.6758, -0.8839, 0.1343, 0.1643, 0.1889, 0.1637, 0.1300, 0.3414, 0.3782, 0.4070, 0.5187, -1.2417, 0.5158, 0.4699, -1.0638], "largest_force_ha_per_bohr": 0.1461, "total_energy_ha": -799.440361, "lumo_ev": 5.98, "relative_energy_kcal_mol": 69.20, "total_charge": -2}

=====

[5]
{"formula": "C3H11NOS", "method": "the ωB97M-V functional and the def2-TZVPD basis", "elements": ["C", "C", "S", "H", "H", "H", "H", "H", "H", "N", "C", "O", "H", "H", "H", "H", "H"], "xyz": [[1.9257, -0.4501, 1.5410], [1.5848, -0.0069, 0.1557], [2.8807, 0.7167, -0.9676], [2.5988, 0.2014, 2.1049], [2.3629, -1.4509, 1.4520], [1.1359, -0.4572, 2.2969], [0.8565, -0.8044, -0.0852], [0.8393, 0.7938, 0.1074], [3.5607, -0.3981, -1.2187], [-2.8333, 0.7944, -1.1388], [-1.9663, 0.3868, -0.0979], [-1.1353, -0.7110, -0.5399], [-2.3914, 0.8901, -2.0177], [-3.5638, 0.0892, -1.3603], [-1.3558, 1.4088, 0.2561], [-2.7489, 0.2055, 0.7229], [-1.7505, -1.2082, -1.2110]], "forces_ev_per_a": [[1.49, 0.44, 1.42], [-1.86, 0.54, -0.11], [-0.93, -0.94, 0.75], [0.67, 0.00, -0.52], [0.04, 0.17, 0.46], [-0.78, -0.43, -0.76], [1.28, 0.10, -1.61], [0.40, 0.42, 0.51], [0.22, -0.22, -0.07], [-1.98, -0.41, -0.78], [-0.36, 2.11, 1.11], [-2.33, -0.56, -0.77], [1.03, 0.62, -0.92], [0.44, 0.61, 0.76], [-0.95, -3.19, -0.97], [1.80, -0.51, -0.47], [1.83, 1.26, 1.95]], "nbo_charge": [-0.6305, -0.5434, -0.0447, 0.2053, 0.2025, 0.2201, 0.2626, 0.2071, 0.1135, -0.8435, 0.0780, -0.7420, 0.3547, 0.3449, 0.1772, 0.1667, 0.4714], "largest_force_ha_per_bohr": 0.0673, "total_energy_ha": -649.004269, "lumo_ev": 0.65, "relative_energy_kcal_mol": 48.79, "smiles": "CCS.NCO", "total_charge": 0}

=====

[6]
{"formula": "C3H11NOS", "method": "the ωB97M-V functional and the def2-TZVPD basis", "elements": ["C", "O", "C", "N", "H", "H", "H", "H", "H", "H", "H", "H", "C", "S", "H", "H", "H"], "xyz": [[0.0073, -1.2523, 1.0879], [-0.2346, -2.5592, 1.6172], [1.2325, -1.3532, 0.1943], [1.8759, -0.0199, 0.0929], [0.2328, -0.5672, 1.9114], [-0.8793, -0.9860, 0.5189], [-1.1547, -2.6728, 1.8579], [1.9087, -2.0401, 0.7064], [0.9647, -1.7936, -0.7781], [2.7357, -0.1586, -0.4327], [-0.3911, 0.8808, 0.3975], [1.2746, 0.5594, -0.4974], [-1.5717, 2.5139, -1.3305], [-0.9669, 0.8215, -1.3659], [-2.3351, 2.6854, -0.5794], [-0.7720, 3.1957, -1.0659], [-1.9269, 2.7462, -2.3347]], "forces_ev_per_a": [[-0.29, -1.28, 0.05], [0.42, -0.33, 0.10], [0.01, 0.47, 0.27], [-0.12, -0.62, -0.53], [-0.18, 0.26, -0.12], [0.04, 0.33, 0.19], [-0.11, 0.19, -0.02], [0.10, 0.06, -0.11], [0.04, 0.05, 0.18], [0.01, 0.27, 0.15], [-1.42, 0.11, -4.03], [0.56, -0.15, 0.11], [0.17, 0.42, 0.02], [1.00, 0.37, 4.07], [-0.38, -0.30, -0.18], [0.26, 0.08, -0.27], [-0.12, 0.07, 0.13]], "nbo_charge": [-0.0903, -0.7331, -0.2493, -0.8453, 0.1746, 0.1792, 0.4695, 0.2066, 0.1740, 0.3572, 0.1419, 0.3657, -0.7525, -0.0601, 0.2170, 0.2167, 0.2282], "largest_force_ha_per_bohr": 0.0831, "total_energy_ha": -648.979967, "lumo_ev": -0.31, "relative_energy_kcal_mol": 64.04, "total_charge": 0}